[1]
A structure of composition C22H27BaCl2N7O8S in a non-equilibrium geometry. Source: OMol25; level of theory: ωB97M-V/def2-TZVPD.

Each line ends with the Mulliken charge.
Positions of all 68 atoms, in Å:
Ba: -0.0001 0.0560 -0.0717  1.473
N: -1.8297 1.5044 2.1025  -0.152
C: -3.2086 1.0208 2.1230  -1.027
C: -3.3176 -0.4603 1.8060  -0.692
N: -2.9551 -0.8721 0.4434  0.744
C: -3.8647 -0.3069 -0.5713  -1.361
C: -3.2079 0.4905 -1.6990  -0.293
N: -2.3505 1.5392 -1.1649  -0.372
C: -2.9776 -2.3406 0.3864  -0.952
C: -2.2447 -2.9211 -0.8096  -0.760
N: -0.8121 -2.7202 -0.6544  -0.197
H: -1.2775 0.9977 2.7920  0.014
H: -1.8054 2.4803 2.3746  0.240
H: -3.7978 1.6096 1.4146  0.309
H: -3.6899 1.1603 3.0999  0.496
H: -4.3482 -0.7764 2.0381  0.266
H: -2.6591 -0.9966 2.4944  0.515
H: -4.5942 0.3428 -0.0771  0.530
H: -4.4527 -1.1104 -1.0281  0.369
H: -4.0241 0.8899 -2.3146  0.423
H: -2.5997 -0.1692 -2.3235  0.038
H: -2.8526 2.1955 -0.5810  0.162
H: -1.8700 2.0650 -1.8861  0.205
H: -4.0162 -2.7068 0.3948  0.320
H: -2.5039 -2.7239 1.2943  0.531
H: -2.5716 -2.4229 -1.7258  0.296
H: -2.5238 -3.9754 -0.9262  0.428
H: -0.2873 -2.8498 -1.5108  0.210
H: -0.4184 -3.3435 0.0399  0.002
O: 0.5587 1.5981 -2.4030  -0.860
C: 0.4158 0.5686 -3.0955  0.718
O: 0.4266 -0.6097 -2.6552  -0.856
C: 0.1790 0.7306 -4.5869  0.181
C: 0.2357 1.9914 -5.1639  -0.595
C: 0.0065 2.1165 -6.5217  -0.051
C: -0.2782 1.0363 -7.3357  -0.298
C: -0.3300 -0.2009 -6.7230  -0.001
C: -0.1053 -0.3777 -5.3700  -0.634
N: -0.6405 -1.3796 -7.5525  1.053
O: -0.8422 -1.1902 -8.7338  -0.616
O: -0.8363 -2.4293 -6.9758  -0.608
N: 0.0595 3.4570 -7.1341  1.051
O: -0.0436 3.5211 -8.3417  -0.613
O: 0.3393 4.3891 -6.4104  -0.612
H: 0.4560 2.8546 -4.5532  0.627
H: -0.4521 1.1525 -8.3936  0.606
H: -0.1432 -1.3593 -4.9227  0.656
Cl: 2.8000 -1.3209 4.4128  -0.126
C: 2.0049 0.2019 3.9746  -0.168
Cl: 0.8145 0.6787 5.1999  -0.191
C: 1.3287 0.0356 2.5970  0.454
O: 1.9118 0.6007 1.6466  -0.832
O: 0.2763 -0.6289 2.5363  -0.559
H: 2.7634 0.9743 3.9352  0.394
S: 4.2656 -3.3537 1.1927  -0.284
C: 3.1087 -2.3018 0.4530  -0.298
N: 1.8889 -2.4102 0.8492  0.293
C: 1.7870 -3.3756 1.8375  -0.978
C: 0.6188 -3.6968 2.5314  0.330
C: 0.6751 -4.6682 3.5066  -0.964
C: 1.8784 -5.3178 3.8090  -0.527
C: 3.0455 -4.9985 3.1473  -0.464
C: 2.9894 -4.0197 2.1583  0.840
H: 3.4207 -1.5987 -0.3068  0.402
H: -0.2881 -3.1411 2.3372  0.557
H: -0.2166 -4.9211 4.0646  0.407
H: 1.8955 -6.0724 4.5840  0.382
H: 3.9768 -5.4896 3.3948  0.416

ΔE to the lowest compared entry with this formula, charge and spin in kcal/mol: 7.9

---

[2]
An isolated molecule of C4H5I2NO in a non-equilibrium geometry. Source: OMol25; level of theory: ωB97M-V/def2-TZVPD.

Each line ends with the Mulliken charge.
Positions of all 13 atoms, in Å:
C: 1.1195 0.1962 -0.8330  0.338
C: -0.3638 0.1770 -1.1600  -0.640
C: 0.0676 -0.4133 1.2132  -0.470
C: -1.0461 0.2071 0.1711  -0.391
N: 1.2349 -0.2500 0.4179  -0.060
O: 2.0151 0.4022 -1.6105  -0.636
I: -2.9419 -0.7880 0.3341  0.153
I: -1.4712 2.2959 0.8436  0.153
H: -0.6164 0.7617 -1.9356  0.488
H: -0.3940 -0.8005 -1.6473  0.285
H: 0.2479 0.1066 2.2092  0.281
H: -0.0518 -1.5551 1.3601  0.300
H: 2.2000 -0.3398 0.6373  0.197

ΔE to the lowest compared entry with this formula, charge and spin in kcal/mol: 0.0

---

[3]
A structure of composition C37H76B3BrO23S in a non-equilibrium geometry. Source: OMol25; level of theory: ωB97M-V/def2-TZVPD.

Each line ends with the Mulliken charge.
Positions of all 141 atoms, in Å:
O: 0.4808 -3.2007 -2.6933  -0.611
S: -0.4127 -2.9865 -3.8521  1.076
O: -1.8225 -2.7591 -3.4104  -0.630
C: 0.1029 -1.5816 -4.9003  -0.208
B: 0.8892 -0.4401 -4.0987  -0.225
O: 2.0877 -0.6355 -3.3821  -0.189
B: 1.7523 -0.2434 -2.0394  0.455
O: 1.3393 1.1014 -1.8229  0.154
B: 0.2998 1.3216 -2.7559  0.367
Br: -1.3992 2.1974 -2.2407  -0.249
O: 0.3937 0.9024 -4.1084  -0.337
H: -0.3124 -4.1211 -4.6441  0.099
H: 0.6181 -1.9110 -5.8177  0.217
H: -0.8460 -1.1213 -5.2498  0.243
H: 1.7820 -1.0960 -1.2367  -0.103
O: 1.4495 -3.7370 -6.4977  -0.627
C: 0.7847 -4.1425 -7.4197  0.886
O: -0.1905 -5.0182 -7.1699  -0.311
C: -1.1854 -5.4128 -8.1292  -0.061
C: -0.6964 -6.5578 -8.9894  -1.132
C: 1.0878 -3.7501 -8.8389  -1.168
H: -1.5206 -4.5584 -8.7191  0.330
H: -2.0464 -5.7440 -7.5489  0.062
H: 0.1747 -6.2727 -9.5819  0.332
H: -1.4832 -6.8875 -9.6680  0.368
H: -0.3954 -7.3991 -8.3643  0.316
H: 1.8495 -4.4192 -9.2380  0.305
H: 1.4743 -2.7320 -8.8394  0.310
H: 0.2174 -3.7539 -9.4909  0.378
O: 2.5694 -0.6338 0.7942  -0.641
C: 3.0138 0.2919 1.4340  0.680
O: 3.9619 0.0506 2.3466  -0.479
C: 4.6846 1.0934 3.0118  -0.001
C: 3.9447 1.5811 4.2377  -0.640
C: 2.4705 1.6898 1.3145  0.098
H: 4.9244 1.9021 2.3193  -0.033
H: 5.6351 0.6546 3.3174  0.388
H: 2.9804 2.0192 3.9774  0.212
H: 4.5327 2.3326 4.7649  0.412
H: 3.7465 0.7506 4.9179  -0.047
H: 1.6096 1.7905 1.9735  -0.047
H: 2.1532 1.8518 0.2923  0.144
H: 3.1967 2.4692 1.5407  -0.244
O: -4.6850 3.0205 -0.8577  -0.549
C: -5.1913 3.0813 -1.9441  0.721
O: -5.3646 4.2753 -2.5327  -0.372
C: -5.7652 4.4349 -3.8965  -0.360
C: -7.2731 4.4054 -4.0357  -0.947
C: -5.7219 1.8458 -2.6199  -0.921
H: -5.2713 3.7024 -4.5369  0.311
H: -5.3926 5.4125 -4.2016  0.321
H: -7.6860 3.4442 -3.7270  0.273
H: -7.5658 4.5908 -5.0702  0.351
H: -7.7270 5.1669 -3.4003  0.293
H: -6.7374 1.6568 -2.2723  0.282
H: -5.0881 1.0052 -2.3425  0.271
H: -5.7089 1.8987 -3.7068  0.327
O: 4.3693 -0.6615 7.0004  -0.592
C: 4.0723 -1.7719 6.6475  0.643
O: 5.0418 -2.6781 6.4449  -0.379
C: 4.7866 -4.0679 6.2223  -0.398
C: 4.5269 -4.3529 4.7576  -0.858
C: 2.6481 -2.1407 6.3373  -0.861
H: 3.9821 -4.4255 6.8664  0.367
H: 5.6906 -4.5890 6.5385  0.322
H: 3.6347 -3.8373 4.4005  0.187
H: 4.3958 -5.4234 4.5932  0.361
H: 5.3627 -4.0036 4.1497  0.284
H: 2.4288 -1.8691 5.3044  0.151
H: 1.9922 -1.5781 6.9985  0.388
H: 2.4172 -3.1913 6.4955  0.406
O: 3.1819 4.8233 2.9383  -0.542
C: 2.8144 5.4843 2.0036  0.845
O: 3.6888 5.8276 1.0448  -0.245
C: 3.3101 6.4284 -0.2000  -0.335
C: 3.2049 7.9337 -0.0755  -1.124
C: 1.4084 6.0142 1.9348  -1.267
H: 2.3975 5.9756 -0.5906  0.318
H: 4.1050 6.1789 -0.9030  0.381
H: 2.4265 8.2248 0.6309  0.280
H: 2.9781 8.3824 -1.0434  0.393
H: 4.1433 8.3496 0.2933  0.314
H: 1.3542 6.9535 2.4846  0.313
H: 0.7455 5.2894 2.4039  0.314
H: 1.0421 6.1605 0.9209  0.399
O: -0.6776 -2.9037 5.8311  -0.594
C: -1.0771 -2.2195 4.9279  0.732
O: -0.2170 -1.8524 3.9712  -0.369
C: -0.5891 -1.2069 2.7475  -0.407
C: -0.6678 0.2941 2.9276  -0.689
C: -2.4849 -1.6914 4.9040  -0.958
H: -1.5087 -1.6297 2.3405  0.358
H: 0.2016 -1.4454 2.0356  0.271
H: -1.4410 0.5781 3.6432  0.346
H: -0.8845 0.7815 1.9755  0.373
H: 0.2790 0.6762 3.3127  0.048
H: -2.5318 -0.7674 5.4815  0.285
H: -3.1359 -2.4331 5.3644  0.306
H: -2.8737 -1.5192 3.9028  0.302
O: -4.4041 -6.8061 -6.7842  -0.578
C: -4.9884 -5.7721 -6.5947  0.855
O: -5.1262 -4.8908 -7.5980  -0.369
C: -5.9700 -3.7365 -7.5265  -0.440
C: -5.2457 -2.5626 -6.9001  -0.906
C: -5.4844 -5.4055 -5.2229  -1.006
H: -6.9072 -3.9687 -7.0193  0.381
H: -6.2287 -3.4948 -8.5574  0.325
H: -4.9582 -2.7711 -5.8688  0.258
H: -5.8782 -1.6739 -6.9090  0.378
H: -4.3283 -2.3463 -7.4498  0.248
H: -4.6767 -4.9296 -4.6659  0.219
H: -5.7797 -6.3191 -4.7105  0.318
H: -6.3579 -4.7571 -5.2295  0.336
O: -4.7597 1.1384 6.3494  -0.567
C: -5.3534 0.4441 7.1278  0.749
O: -5.3984 0.7933 8.4217  -0.356
C: -6.2383 0.1523 9.3868  -0.397
C: -5.5662 -1.0695 9.9778  -0.932
C: -5.9679 -0.8594 6.6952  -0.876
H: -7.2185 -0.0727 8.9635  0.359
H: -6.4031 0.8902 10.1717  0.301
H: -5.3726 -1.8283 9.2186  0.258
H: -6.1906 -1.5111 10.7557  0.346
H: -4.6029 -0.7991 10.4118  0.298
H: -5.2099 -1.6414 6.7373  0.160
H: -6.3115 -0.7523 5.6678  0.307
H: -6.8353 -1.1567 7.2809  0.365
O: 9.4086 5.3460 -1.5330  -0.576
C: 8.8772 4.5453 -0.8139  0.711
O: 7.7751 4.8980 -0.1357  -0.374
C: 6.9538 3.9692 0.5819  0.007
C: 7.4701 3.7516 1.9874  -0.677
C: 9.4748 3.1827 -0.5877  -0.879
H: 6.8414 3.0359 0.0266  0.311
H: 5.9629 4.4226 0.6289  -0.034
H: 8.4676 3.3094 1.9857  0.320
H: 6.8013 3.0933 2.5416  0.082
H: 7.5449 4.7012 2.5183  0.290
H: 10.2153 3.2459 0.2092  0.244
H: 9.9671 2.8680 -1.5060  0.308
H: 8.7423 2.4148 -0.3478  0.313

---

[4]
A structure of composition C30H39Ge2N3O8S3W in a non-equilibrium geometry. Source: OMol25; level of theory: ωB97M-V/def2-TZVPD.

Each line ends with the Mulliken charge.
Positions of all 86 atoms, in Å:
W: -0.0546 0.8753 0.5329  -2.562
O: -2.7287 2.1514 2.6045  -0.556
C: -2.3789 2.2243 1.4528  -0.577
O: -1.1241 2.3985 1.0826  -0.476
C: -3.2499 1.9952 0.2547  1.593
C: -4.4131 2.6577 -0.0912  -0.448
C: -4.9936 2.3639 -1.3284  -0.917
C: -4.3888 1.5257 -2.2516  -0.608
C: -3.1849 0.8924 -1.9222  -0.809
C: -2.6841 1.0327 -0.5968  0.620
O: -1.6966 0.2765 -0.1315  -0.100
N: -2.3978 0.2665 -2.8410  1.019
O: -2.7148 -0.0611 -3.9865  -0.562
O: -1.0411 0.1699 -2.4793  -0.220
N: -6.2204 3.0296 -1.6994  1.021
O: -6.7389 2.7016 -2.7430  -0.611
O: -6.6444 3.8771 -0.9446  -0.601
H: -4.8569 3.3865 0.5701  0.634
H: -4.8088 1.3835 -3.2357  0.700
C: -1.9019 -2.3478 0.9426  -1.062
C: -2.4493 -1.3466 1.9597  -0.793
Ge: -0.9334 -0.1632 2.6407  2.091
C: -1.5077 0.3107 4.5666  -0.967
C: -2.7074 -0.4992 5.0330  -1.208
C: 0.1687 -1.7438 3.1333  -1.502
C: 1.2719 -2.0780 2.4621  0.523
Ge: 1.7806 -0.7735 0.9338  2.409
C: 1.7019 -1.9403 -0.7998  -0.369
C: 2.9449 -1.9757 -1.6813  -1.463
C: 3.6711 -0.4328 1.7208  -0.708
C: 4.9009 -0.5988 0.8390  -1.129
C: 2.1783 -3.1650 2.8426  0.269
C: 3.1923 -3.5781 1.9796  0.649
C: 4.0972 -4.5528 2.3568  -1.018
C: 3.9963 -5.1631 3.5976  -0.506
C: 2.9869 -4.7679 4.4602  -0.706
C: 2.0981 -3.7740 4.0984  -0.721
H: -2.7176 -2.8809 0.4586  0.432
H: -1.2674 -3.0708 1.4499  0.385
H: -1.2992 -1.8623 0.1535  0.027
H: -2.8764 -1.9065 2.7893  0.847
H: -3.2497 -0.7461 1.5223  0.328
H: -1.7411 1.3689 4.6348  0.516
H: -0.6478 0.1141 5.2045  0.516
H: -3.5634 -0.2999 4.3961  0.296
H: -2.9742 -0.2177 6.0480  0.397
H: -2.4897 -1.5644 5.0141  0.259
H: -0.1745 -2.3472 3.9651  0.126
H: 0.8562 -1.5160 -1.3736  0.277
H: 1.4245 -2.9608 -0.5292  0.690
H: 3.3198 -0.9728 -1.8642  0.228
H: 2.7244 -2.4424 -2.6397  0.397
H: 3.7383 -2.5417 -1.2023  0.370
H: 3.7509 -1.0993 2.5786  0.655
H: 3.6531 0.5931 2.0968  0.617
H: 4.9824 -1.6123 0.4633  0.195
H: 5.7868 -0.3836 1.4307  0.447
H: 4.8750 0.0884 -0.0004  0.231
H: 3.2685 -3.0966 1.0152  0.172
H: 4.8948 -4.8369 1.6884  0.418
H: 4.7011 -5.9289 3.8923  0.383
H: 2.8909 -5.2295 5.4319  0.400
H: 1.3497 -3.4488 4.8047  0.357
S: 2.4807 4.2405 -0.1871  -0.188
C: 2.2128 2.6922 0.3030  0.548
S: 1.5125 2.2878 1.8780  -0.337
S: 2.7254 1.3830 -0.6813  -0.385
O: 0.0890 1.5991 -1.1564  -0.484
C: -0.2594 1.4409 -2.4811  0.424
C: 0.9233 1.1271 -3.4011  -0.874
C: 0.4871 0.9497 -4.8553  -0.826
C: -0.0352 2.2281 -5.5315  -0.714
C: 0.3747 3.5083 -4.8109  -0.825
C: -0.3392 3.7018 -3.4603  -0.487
N: -1.0581 2.5187 -2.9704  0.145
H: 1.3658 0.1948 -3.0428  -0.003
H: 1.6701 1.9135 -3.2885  0.612
H: -0.2901 0.1847 -4.9002  0.206
H: 1.3530 0.5739 -5.4031  0.518
H: -1.1226 2.1972 -5.6020  0.263
H: 0.3568 2.2655 -6.5488  0.460
H: 0.1322 4.3626 -5.4451  0.427
H: 1.4560 3.5211 -4.6716  0.383
H: -1.1153 4.4605 -3.5708  0.561
H: 0.3773 4.0548 -2.7036  0.090
H: -1.6810 2.8379 -2.2298  0.192

ΔE to the lowest compared entry with this formula, charge and spin in kcal/mol: 177.3

---

[5]
A cluster of 2 separate species, C10H15N2O in total in a non-equilibrium geometry. Source: OMol25; level of theory: ωB97M-V/def2-TZVPD.

Each line ends with the Mulliken charge.
Positions of all 28 atoms, in Å:
C: 1.8317 1.4180 -1.4306  -0.264
C: 1.2594 1.7560 -0.2077  -0.410
C: 2.8161 0.4823 -1.1711  -0.441
C: 1.9097 1.0234 0.7328  -0.449
C: -3.6039 1.1693 -1.3620  -0.924
C: -2.5353 0.9314 -0.6039  -0.253
C: -1.5792 -0.1249 -0.5491  0.749
C: 0.4565 -1.0008 2.5143  -1.225
C: 0.7460 -1.9618 0.1668  -1.492
C: 0.1191 -0.9364 1.0360  0.647
N: -1.2226 -1.0104 -1.3987  -0.510
N: -0.8525 -0.1655 0.6597  0.098
O: 2.8601 0.2593 0.1892  -0.307
H: 1.5536 1.5334 -2.4446  0.440
H: 0.3278 2.4167 -0.1682  0.415
H: 3.5250 0.0743 -1.8559  0.449
H: -4.2685 1.9726 -1.1923  0.323
H: -4.0108 0.3775 -1.9083  0.277
H: -2.2151 1.6148 0.1355  0.197
H: 1.5094 -0.8996 2.5991  0.502
H: -0.1095 -0.0833 2.9650  0.340
H: 0.1335 -1.9981 2.8175  0.363
H: 1.5153 -2.5694 0.6117  0.377
H: 1.0428 -1.7593 -0.8867  0.387
H: -0.0554 -2.6927 -0.0818  0.458
H: -1.7591 -1.1265 -2.2922  0.268
H: 1.7595 0.7492 1.7618  0.671
H: -1.1537 0.5505 1.3638  0.313

Net charge: +1
ΔE to the lowest compared entry with this formula, charge and spin in kcal/mol: 53.2

---

[6]
An isolated molecule of C2H6N2O in a non-equilibrium geometry. Source: OMol25; level of theory: ωB97M-V/def2-TZVPD.

Each line ends with the Mulliken charge.
Positions of all 11 atoms, in Å:
H: -2.0790 0.1907 -0.2875  0.286
N: -1.2889 0.3445 -0.8530  -0.632
C: -0.1925 -0.0576 -0.3848  0.688
C: 1.1226 -0.0860 -1.3121  -1.000
O: 0.1202 -0.4716 0.8201  -0.157
N: -0.6728 -0.0859 1.8879  -0.562
H: 1.5262 -1.1030 -1.5653  0.261
H: 0.6568 0.4245 -2.1512  0.329
H: 1.8750 0.3536 -0.8240  0.309
H: -0.6402 0.9258 1.8645  0.222
H: -0.4274 -0.4350 2.8053  0.256

ΔE to the lowest compared entry with this formula, charge and spin in kcal/mol: 81.0

---

no.,energy (Ha),molar mass (g mol⁻¹)
1,-3183.86416,757.8
2,-880.78612,336.9
3,-6232.94998,1033.4
4,-7347.82679,994.9
5,-574.43623,179.2
6,-264.45827,74.1